Entry from the OMol25 dataset: C26H48AlOP2 as an isolated structure (ωB97M-V with the def2-TZVPD basis set).

```
78
Properties=species:S:1:pos:R:3:mulliken_charge:R:1
Al -0.00157 -0.98393 -0.78467 -3.2880
C -2.32991 1.88830 0.27992 0.5678
C -3.06885 1.09475 -0.62910 0.9630
C -2.22650 -0.31965 0.97722 0.8341
C -1.83766 1.02981 1.28994 1.2219
C -2.99059 -0.27362 -0.22747 0.6151
C -2.26305 3.38034 0.28100 -2.0605
H -2.19334 3.75885 -0.74929 0.3810
H -1.39158 3.74192 0.84584 0.2984
H -3.15809 3.83997 0.73707 0.3436
C -1.30262 1.50666 2.58201 -2.0290
H -1.54327 2.57449 2.71669 0.4223
H -0.20917 1.40581 2.66090 0.0997
H -1.77578 0.98389 3.43062 0.4093
C -2.22970 -1.47219 1.90393 -1.5604
H -3.15414 -2.04040 1.78765 0.3617
H -2.19138 -1.12369 2.93793 0.3898
H -1.39968 -2.16854 1.73933 0.1550
C -3.76649 -1.39788 -0.79619 -1.1522
H -4.69653 -1.01711 -1.24371 0.4654
H -4.03490 -2.11011 -0.00407 0.3022
H -3.24063 -1.96010 -1.58117 -0.0213
C -3.97899 1.63874 -1.64842 -1.9739
H -4.89972 2.00552 -1.17458 0.3751
H -4.28714 0.87277 -2.35711 0.5206
H -3.52653 2.48528 -2.17830 0.3883
C 1.63346 0.20558 -1.12811 0.5755
C 0.42032 0.93260 -1.26556 1.6424
C -0.16149 1.25218 -2.63442 -1.5015
C -1.04709 0.10708 -3.20023 -1.6177
C -0.85876 -1.25808 -2.53774 0.0235
C 0.44246 -1.92237 -2.54677 0.3628
C 1.65303 -1.29529 -3.20997 -1.3090
C 2.42597 -0.24107 -2.34159 -1.8078
H 0.62314 1.48896 -3.36709 0.4848
H -0.93805 0.07995 -4.29962 0.6931
H -0.74445 2.19295 -2.54525 0.4614
H 2.70207 0.61103 -2.99029 0.5228
H 2.24547 0.38153 -0.24443 0.3751
H 0.16710 1.63296 -0.46565 0.0511
H 3.39914 -0.63351 -1.99307 0.4638
H 2.36465 -2.09603 -3.45966 0.4555
H 0.45396 -3.02182 -2.52568 0.5991
H 1.36029 -0.81422 -4.14536 0.4281
H -2.09019 0.40747 -3.03805 0.0688
H -1.69893 -1.92596 -2.66653 1.2514
P 2.07446 2.80385 0.93196 1.3363
C 2.04891 3.04797 2.73324 -1.3191
H 2.78540 3.79408 3.04681 0.4693
H 2.26120 2.08592 3.21891 0.2485
H 1.05140 3.37522 3.04613 0.3056
C 3.82330 2.36321 0.61530 -1.2700
H 4.48073 3.13515 1.04101 0.4808
H 4.01523 2.28162 -0.46548 0.3230
H 4.03478 1.38568 1.07521 0.2315
C 1.93303 4.46180 0.18356 -1.3684
H 1.86342 4.37007 -0.92176 0.3287
H 2.80546 5.10018 0.42894 0.4254
H 1.00464 4.97130 0.51493 0.3225
P 0.93575 -2.93159 0.68989 2.1459
C -0.31280 -4.03145 -0.20318 -1.1658
H 0.21800 -4.66266 -0.93701 0.4128
H -1.12709 -3.51396 -0.74312 0.2596
H -0.79133 -4.70640 0.52551 0.5288
C 2.46382 -3.15510 -0.28999 -0.9391
H 2.43235 -2.59799 -1.23822 -0.1339
H 2.54941 -4.22646 -0.51736 0.5329
H 3.32273 -2.84261 0.31437 0.3998
C 1.26763 -4.08616 2.05794 -1.5555
H 1.73263 -4.98083 1.63194 0.5058
H 0.32875 -4.34854 2.55698 0.4395
H 1.93922 -3.58938 2.76968 0.3302
C 0.75229 -1.25842 3.29300 -0.9476
C 1.38281 -1.43047 1.95991 0.4207
O 2.31509 -0.71960 1.56696 -0.4746
H 0.53599 -2.20465 3.82077 0.3628
H -0.16524 -0.67026 3.15438 -0.2767
H 1.38372 -0.64339 3.94794 0.3883
```

The highest occupied orbital energy (spin up / spin down) is -9.4 / -9.4 eV. The calculation puts the HOMO-LUMO gap (spin up / spin down) at 4.54 / 4.51 eV. The calculation puts the total energy at -2019.42586 Ha. The strongest force on any atom is 3.90 eV Å⁻¹. As for the total charge: +1. Its energy above the lowest of the compared OMol25 structures with the same formula, charge and spin is 0.0 kcal/mol. As for the molecular weight: 465.599 u.